P | DFT (the ωB97M-V functional and the def2-TZVPD basis) results for one molecule with the formula C9H9NO3.

E_LUMO = 0.55 eV
SMILES = C=C(O[N+](=O)[O-])c1ccc(C)cc1
Molecular weight = 179.175 u
Total charge = 0

Bonds (Å) are listed after each position.
CARTESIAN COORDINATES (ANGSTROEM)
1 C -0.04766 -3.75242 -1.21864  C2 1.354, H14 1.154, H15 1.064
2 C -0.88299 -2.68753 -1.20299  C1 1.354, O3 1.434, C7 1.527
3 O -2.27846 -2.94209 -1.41200  C2 1.434, N4 1.433
4 N -2.77124 -1.98927 -2.36186  O3 1.433, O5 1.172, O6 1.182
5 O -3.93566 -1.95441 -2.49215  N4 1.172
6 O -1.90015 -1.34935 -2.84045  N4 1.182
7 C -0.55773 -1.32181 -0.60172  C2 1.527, C8 1.412, C13 1.414
8 C 0.65937 -0.67022 -0.89626  C7 1.412, C9 1.383, H16 1.108
9 C 0.87234 0.51866 -0.22243  C8 1.383, C10 1.367, H17 1.133
10 C -0.09899 1.14314 0.50908  C9 1.367, C11 1.578, C12 1.360
11 C 0.28479 2.60800 0.95150  C10 1.578, H18 1.030, H19 1.067, H20 1.073
12 C -1.24327 0.47278 0.81032  C10 1.360, C13 1.396, H21 1.176
13 C -1.57990 -0.72060 0.16804  C7 1.414, C12 1.396, H22 1.094
14 H -0.42661 -4.81149 -1.47817  C1 1.154
15 H 0.92201 -3.73247 -0.78095  C1 1.064
16 H 1.46772 -1.21837 -1.42051  C8 1.108
17 H 1.71387 1.24153 -0.45059  C9 1.133
18 H 1.15085 2.39605 1.46679  C11 1.030
19 H 0.42711 3.37295 0.22076  C11 1.067
20 H -0.44210 2.97346 1.65051  C11 1.073
21 H -2.09380 0.94578 1.47133  C12 1.176
22 H -2.49102 -1.29999 0.34583  C13 1.094

Atom charges from the Löwdin analysis, given in e for atoms 1 to 4:
1. C 0.11
2. C -0.27
3. O 0.03
4. N -0.41


Q | DFT (the ωB97M-V functional and the def2-TZVPD basis) results for one molecule with the formula C9H9NO3.

E_LUMO = 0.60 eV
SMILES = COC(=O)[C@]12C=CC=C(OC)C1=N2
Molecular weight = 179.175 u
Total charge = 0

Bonds (Å) are listed after each position.
CARTESIAN COORDINATES (ANGSTROEM)
1 C 1.61892 -0.73230 -3.11529  O2 1.401, H14 1.128, H15 1.174, H16 1.167
2 O 0.45709 -0.68337 -2.33335  C1 1.401, C3 1.303
3 C 0.46644 -1.13557 -1.11157  O2 1.303, O4 1.192, C5 1.473
4 O 1.30182 -1.69735 -0.47318  C3 1.192
5 C -0.77959 -0.74188 -0.43145  C3 1.473, C6 1.416, C12 1.696, N13 1.470
6 C -1.53382 0.30003 -1.02338  C5 1.416, C7 1.322, H17 1.087
7 C -1.94111 1.32494 -0.29355  C6 1.322, C8 1.418, H18 1.175
8 C -1.59582 1.54659 1.06348  C7 1.418, C9 1.351, H19 1.111
9 C -0.74259 0.69192 1.66942  C8 1.351, O10 1.329, C12 1.392
10 O 0.03845 1.04203 2.68603  C9 1.329, C11 1.447
11 C 1.05116 0.09096 3.09218  O10 1.447, H20 1.143, H21 1.073, H22 1.037
12 C -0.79693 -0.63805 1.26109  C5 1.696, C9 1.392, N13 1.249
13 N -1.18406 -1.65466 0.64739  C5 1.470, C12 1.249
14 H 1.30645 -1.23157 -4.07683  C1 1.128
15 H 2.56927 -1.39547 -2.92466  C1 1.174
16 H 1.86431 0.38233 -3.35666  C1 1.167
17 H -1.61927 0.23049 -2.10493  C6 1.087
18 H -2.62325 2.17972 -0.72448  C7 1.175
19 H -1.73359 2.50080 1.61509  C8 1.111
20 H 1.58687 0.58061 3.97543  C11 1.143
21 H 1.76320 -0.29510 2.38859  C11 1.073
22 H 0.52605 -0.66509 3.57065  C11 1.037

Atom charges from the Löwdin analysis, given in e for atoms 1 to 4:
1. C -0.07
2. O -0.03
3. C -0.50
4. O 0.14


Quick one: least stable of them? P


P | DFT (the ωB97M-V functional and the def2-TZVPD basis) results for a 2-piece molecular cluster, C4H7N2P overall.

E_LUMO (spin up / spin down) = -1.54 / -1.16 eV
Molecular weight = 114.088 u
Total charge = 0

Bonds (Å) are listed after each position.
CARTESIAN COORDINATES (ANGSTROEM)
1 C -1.86791 0.38063 -0.82823  N5 1.310, N6 1.315, H8 1.155
2 C -0.55551 -0.34776 0.76558  C3 1.363, C4 1.512, N5 1.386
3 C 0.16483 -0.18496 -0.38045  C2 1.363, N6 1.374
4 C -0.21802 -0.67859 2.20141  C2 1.512, H9 1.029, H10 1.125, H11 1.079
5 N -1.85867 -0.03505 0.41359  C1 1.310, C2 1.386
6 N -0.67799 0.25300 -1.37308  C1 1.315, C3 1.374, H12 1.033
7 P 2.81817 0.62313 -2.27956  H13 1.346, H14 1.387
8 H -2.91339 0.59868 -1.26914  C1 1.155
9 H 0.66644 -1.20294 2.24430  C4 1.029
10 H -0.10664 0.21541 2.87489  C4 1.125
11 H -1.07772 -1.24893 2.51615  C4 1.079
12 H -0.28217 0.23651 -2.32696  N6 1.033
13 H 3.11191 -0.20934 -1.26345  P7 1.346
14 H 2.79667 1.60021 -1.29506  P7 1.387

Atom charges from the Löwdin analysis, given in e for atoms 1 to 4:
1. C -0.25
2. C -0.36
3. C 0.02
4. C -0.04


Q | DFT (the ωB97M-V functional and the def2-TZVPD basis) results for one molecule with the formula C4H7N2P.

E_LUMO = 0.72 eV
SMILES = C=NPN=C=CC
Molecular weight = 114.088 u
Total charge = 0

Bonds (Å) are listed after each position.
CARTESIAN COORDINATES (ANGSTROEM)
1 C -0.21564 -1.91287 0.08979  N2 1.273, H8 1.029, H9 1.117
2 N 0.87885 -2.07058 -0.54185  C1 1.273, P3 1.685
3 P 2.24413 -1.38763 0.17181  N2 1.685, N4 1.777, H10 1.407
4 N 1.80293 0.26540 -0.30796  P3 1.777, C5 1.202
5 C 0.67900 0.66878 -0.44958  N4 1.202, C6 1.297
6 C -0.55110 1.05323 -0.59754  C5 1.297, C7 1.511, H11 1.147
7 C -1.08628 1.81180 0.59419  C6 1.511, H12 1.130, H13 1.115, H14 1.132
8 H -1.15365 -2.15784 -0.25495  C1 1.029
9 H -0.40596 -1.57894 1.13833  C1 1.117
10 H 2.94099 -1.90800 -0.93469  P3 1.407
11 H -1.08351 1.20984 -1.60121  C6 1.147
12 H -2.09255 2.27356 0.36881  C7 1.130
13 H -0.47204 2.66210 0.97326  C7 1.115
14 H -1.48518 1.07116 1.35159  C7 1.132

Atom charges from the Löwdin analysis, given in e for atoms 1 to 4:
1. C -0.18
2. N -0.30
3. P 0.81
4. N -0.12


R | DFT (the ωB97M-V functional and the def2-TZVPD basis) results for a 2-piece molecular cluster, C4H7N2P overall.

E_LUMO = -2.14 eV
SMILES = C1#P=CC=N1.CN
Molecular weight = 114.088 u
Total charge = 0

Bonds (Å) are listed after each position.
CARTESIAN COORDINATES (ANGSTROEM)
1 C 1.77411 -0.40488 0.03764  P2 1.712, N5 1.294
2 P 2.00955 1.28565 -0.09194  C1 1.712, C3 1.846
3 C 3.74292 0.66302 0.03726  P2 1.846, C4 1.385, H6 1.111
4 C 3.90329 -0.70158 0.21254  C3 1.385, N5 1.378, H7 1.028
5 N 2.67019 -1.31668 0.23617  C1 1.294, C4 1.378
6 H 4.58552 1.31646 -0.27596  C3 1.111
7 H 4.81094 -1.17749 0.29746  C4 1.028
8 C -2.00250 0.99459 0.29025  N9 1.439, H10 1.103, H11 1.109, H12 1.035
9 N -1.27084 0.36327 -0.77532  C8 1.439, H13 1.058, H14 0.992
10 H -3.04900 0.79697 0.00247  C8 1.103
11 H -2.12350 0.39935 1.21816  C8 1.109
12 H -1.61376 1.95294 0.25259  C8 1.035
13 H -1.35557 -0.67043 -0.98302  N9 1.058
14 H -0.31815 0.60262 -0.91719  N9 0.992

Atom charges from the Löwdin analysis, given in e for atoms 1 to 4:
1. C -0.30
2. P 0.88
3. C -0.38
4. C -0.25


Quick one: least stable of them? R


P | DFT (the ωB97M-V functional and the def2-TZVPD basis) results for a 2-piece molecular cluster, C3H11O overall.

E_LUMO = -4.88 eV
Molecular weight = 63.120 u
Total charge = +1

Bonds (Å) are listed after each position.
CARTESIAN COORDINATES (ANGSTROEM)
1 O -0.78187 -0.96161 -1.96125  H2 0.972, H3 0.972, H4 0.983
2 H -1.04713 -1.82667 -1.60569  O1 0.972
3 H -1.01158 -0.79192 -2.89050  O1 0.972
4 H -0.19976 -0.35865 -1.44815  O1 0.983
5 C -0.77905 1.13235 0.61921  C6 1.513, H8 1.079, H9 1.095, H10 1.125
6 C 0.30309 0.30145 1.27392  C5 1.513, C7 1.580, H11 1.107, H12 1.095
7 C 1.39023 -0.34012 0.32427  C6 1.580, H13 1.094, H14 1.086, H15 1.111
8 H -0.50822 1.94928 -0.03133  C5 1.079
9 H -1.49611 1.45089 1.38313  C5 1.095
10 H -1.56016 0.49281 0.12259  C5 1.125
11 H -0.19762 -0.55149 1.77052  C6 1.107
12 H 0.86718 0.67389 2.13534  C6 1.095
13 H 2.35981 -0.03277 0.72750  C7 1.094
14 H 1.30132 -1.41272 0.18123  C7 1.086
15 H 1.35989 0.27525 -0.60079  C7 1.111

Atom charges from the Löwdin analysis, given in e for atoms 1 to 4:
1. O 0.33
2. H 0.20
3. H 0.20
4. H 0.13


Q | DFT (the ωB97M-V functional and the def2-TZVPD basis) results for a 2-piece molecular cluster, C3H11O overall.

E_LUMO = -4.79 eV
Molecular weight = 63.120 u
Total charge = +1

Bonds (Å) are listed after each position.
CARTESIAN COORDINATES (ANGSTROEM)
1 O 2.75863 -0.26258 -0.77277  H2 0.977, H3 0.972, H4 1.009
2 H 3.47528 0.04971 -0.18646  O1 0.977
3 H 3.13872 -0.45036 -1.64768  O1 0.972
4 H 1.84627 0.01734 -0.44564  O1 1.009
5 C 0.14269 0.58324 0.33610  C6 1.525, H8 1.096, H9 1.101, H10 1.099
6 C -1.33935 0.46036 0.67489  C5 1.525, C7 1.522, H11 1.094, H12 1.090
7 C -1.97414 -0.71895 -0.04752  C6 1.522, H13 1.091, H14 1.096, H15 1.091
8 H 0.72077 1.16608 1.06279  C5 1.096
9 H 0.56515 -0.43303 0.33169  C5 1.101
10 H 0.34372 0.98754 -0.66539  C5 1.099
11 H -1.41112 0.31608 1.75664  C6 1.094
12 H -1.83007 1.38694 0.37709  C6 1.090
13 H -3.02458 -0.85218 0.21505  C7 1.091
14 H -1.47496 -1.67660 0.13949  C7 1.096
15 H -1.93702 -0.57360 -1.12828  C7 1.091

Atom charges from the Löwdin analysis, given in e for atoms 1 to 4:
1. O 0.30
2. H 0.20
3. H 0.20
4. H 0.11


Quick one: least stable of them? P


P | DFT (the ωB97M-V functional and the def2-TZVPD basis) results for one molecule with the formula Cl2HNOS.

E_LUMO = -3.02 eV
SMILES = N=S(=O)(Cl)Cl
Molecular weight = 133.987 u
Total charge = 0

Bonds (Å) are listed after each position.
CARTESIAN COORDINATES (ANGSTROEM)
1 N 1.35941 -0.07586 -0.41408  S2 1.500, H6 1.047
2 S -0.12810 0.10999 -0.37756  N1 1.500, O3 1.404, Cl4 2.408, Cl5 2.199
3 O -0.82539 0.48488 -1.53686  S2 1.404
4 Cl -1.19165 -1.79968 0.63201  S2 2.408
5 Cl -0.83843 1.55772 1.11787  S2 2.199
6 H 1.62415 -0.27704 0.57861  N1 1.047

Atom charges from the Löwdin analysis, given in e for atoms 1 to 4:
1. N -0.22
2. S 0.26
3. O -0.37
4. Cl 0.07


Q | DFT (the ωB97M-V functional and the def2-TZVPD basis) results for a 2-piece molecular cluster, Cl2HNOS overall.

E_LUMO (spin up / spin down) = -3.00 / -4.35 eV
Molecular weight = 133.987 u
Total charge = 0

Bonds (Å) are listed after each position.
CARTESIAN COORDINATES (ANGSTROEM)
1 N 0.87217 -0.85683 0.46976  S3 1.501, H6 0.938
2 O 1.06189 0.20506 -1.84396  S3 1.441
3 S 0.32507 0.01840 -0.61943  N1 1.501, O2 1.441, Cl5 2.111
4 Cl -2.80585 -0.30845 0.67032  no bonds
5 Cl -0.00436 2.01013 -0.00196  S3 2.111
6 H 0.55108 -1.06831 1.32527  N1 0.938

Atom charges from the Löwdin analysis, given in e for atoms 1 to 4:
1. N -0.19
2. O -0.43
3. S 0.42
4. Cl 0.02


Quick one: least stable of them? Q


P | DFT (the ωB97M-V functional and the def2-TZVPD basis) results for an isolated ion of composition H2N3 and charge +1.

E_LUMO = -6.96 eV
SMILES = N=[N+]=N
Molecular weight = 44.037 u
Total charge = +1

Bonds (Å) are listed after each position.
CARTESIAN COORDINATES (ANGSTROEM)
1 N -1.21063 -0.02936 -0.07843  N2 1.210, H4 1.010
2 N -0.00249 0.04259 -0.08680  N1 1.210, N3 1.149
3 N 1.11845 0.22323 0.09140  N2 1.149, H5 0.998
4 H -1.90745 -0.54644 0.43793  N1 1.010
5 H 2.00212 0.30998 -0.36411  N3 0.998

Atom charges from the Löwdin analysis, given in e for atoms 1 to 4:
1. N 0.32
2. N -0.05
3. N 0.37
4. H 0.17


Q | DFT (the ωB97M-V functional and the def2-TZVPD basis) results for a 2-piece molecular cluster, H2N3 overall.

E_LUMO (spin up / spin down) = -11.50 / -11.48 eV
Molecular weight = 44.037 u
Total charge = +1

Bonds (Å) are listed after each position.
CARTESIAN COORDINATES (ANGSTROEM)
1 N -2.67447 -0.00172 -0.05916  N2 1.089
2 N -1.59696 -0.01441 0.09782  N1 1.089
3 N 1.36108 -0.03706 -0.23108  H4 1.026, H5 1.043
4 H 2.08534 -0.71402 0.03259  N3 1.026
5 H 0.82501 0.76720 0.15982  N3 1.043

Atom charges from the Löwdin analysis, given in e for atoms 1 to 4:
1. N 0.09
2. N 0.00
3. N 0.64
4. H 0.15


Quick one: least stable of them? Q


P | DFT (the ωB97M-V functional and the def2-TZVPD basis) results for a 2-piece molecular cluster, C3H6N2P overall.

E_LUMO (spin up / spin down) = -4.93 / -8.05 eV
Spin multiplicity = 3
Molecular weight = 101.069 u
Total charge = +1

Bonds (Å) are listed after each position.
CARTESIAN COORDINATES (ANGSTROEM)
1 C -1.00758 -3.04130 0.46545  N4 1.153, H7 1.025
2 C -0.73486 0.75326 -0.39184  N5 1.275, P6 1.600
3 C 1.61909 1.26181 -0.11701  N5 1.460, H8 1.016, H9 1.126, H10 1.040
4 N -1.37154 -2.08171 -0.05994  C1 1.153
5 N 0.46097 0.37405 -0.16662  C2 1.275, C3 1.460, H11 1.084
6 P -2.21066 1.17136 -0.84867  C2 1.600, H12 1.472
7 H -0.75539 -3.90874 0.94943  C1 1.025
8 H 1.77814 1.50122 0.85757  C3 1.016
9 H 2.61267 0.75705 -0.28024  C3 1.126
10 H 1.51701 2.01464 -0.82733  C3 1.040
11 H 0.67039 -0.67179 0.02555  N5 1.084
12 H -2.57823 1.87016 0.39365  P6 1.472

Atom charges from the Löwdin analysis, given in e for atoms 1 to 4:
1. C 0.01
2. C -0.45
3. C -0.01
4. N 0.08


Q | DFT (the ωB97M-V functional and the def2-TZVPD basis) results for a 2-piece molecular cluster, C3H6N2P overall.

E_LUMO (spin up / spin down) = -5.51 / -7.50 eV
Spin multiplicity = 3
Molecular weight = 101.069 u
Total charge = +1

Bonds (Å) are listed after each position.
CARTESIAN COORDINATES (ANGSTROEM)
1 C -1.78205 1.08552 -1.12549  C2 1.222, H7 1.042
2 C -0.95018 1.61654 -1.84608  C1 1.222, P6 1.709
3 C 1.11131 -1.31656 1.74291  N5 1.483, H8 1.089, H9 1.133, H10 0.999
4 N 0.01079 -0.24147 -0.09169  N5 1.178
5 N 0.15411 -0.40772 1.06578  C3 1.483, N4 1.178, H11 1.098
6 P 0.08867 2.20484 -3.06844  C2 1.709, H12 1.486
7 H -2.53011 0.57289 -0.61316  C1 1.042
8 H 0.44399 -1.72672 2.49921  C3 1.089
9 H 1.57781 -2.05130 1.01675  C3 1.133
10 H 1.82868 -0.66804 1.99464  C3 0.999
11 H -0.36696 0.12757 1.87038  N5 1.098
12 H 0.41396 0.80446 -3.44482  P6 1.486

Atom charges from the Löwdin analysis, given in e for atoms 1 to 4:
1. C 0.01
2. C -0.60
3. C 0.05
4. N 0.30


Quick one: least stable of them? Q